Entry 1:
Computed, not measured: 13 unconnected molecules or ions with the total composition C5H36N2O13, with the ωB97M-V functional and the def2-TZVPD basis.

Last column: natural (NBO) charge in e.
Positions of all 56 atoms, in Å:
O (-2.43, -1.56, 2.25)  -0.9454
H (2.23, -1.38, 0.65)  0.4798
C (1.48, -0.03, 2.16)  -0.1492
H (0.85, -0.84, 2.50)  0.2674
O (4.21, 1.98, 0.71)  -0.9666
H (-3.91, -1.92, -0.98)  0.4735
H (0.77, -3.18, 1.63)  0.4942
H (0.67, 4.37, -3.03)  0.4757
H (-3.27, -2.92, -1.80)  0.4832
C (-1.36, 1.68, 0.37)  -0.0266
O (0.98, -3.02, -1.92)  -0.9771
H (-5.32, -0.22, 0.99)  0.5042
O (-3.16, -1.98, -1.58)  -0.9542
C (-0.37, 0.91, 0.78)  -0.1775
N (2.39, -0.44, 1.04)  -0.7079
C (0.73, 1.25, 1.78)  -0.4640
H (5.06, 1.56, 0.87)  0.4871
H (1.86, -0.51, -2.34)  0.4825
O (2.79, -2.34, 3.03)  -0.9774
H (-1.76, -1.10, -3.20)  0.4955
O (-2.50, 2.30, -2.89)  -0.9914
H (-2.79, 3.04, -3.43)  0.5147
O (-0.08, 1.21, -3.25)  -0.9656
H (-2.53, 1.60, -1.43)  0.4790
O (0.27, 4.09, -2.20)  -0.9576
H (2.44, 0.26, 0.30)  0.4757
H (0.31, 1.81, 2.62)  0.2579
H (3.29, -0.44, 1.54)  0.4506
O (0.65, -2.51, 0.96)  -0.9832
H (1.44, 1.97, 1.35)  0.2447
O (-4.39, 0.04, 1.05)  -0.9912
H (-0.44, -0.17, 0.60)  0.2151
H (0.42, 2.01, -3.47)  0.4984
H (2.38, -2.96, 3.64)  0.4935
H (-2.51, -2.14, 1.48)  0.4712
H (4.11, 2.68, 1.37)  0.4862
H (-2.20, 0.17, -0.77)  0.4518
H (-0.50, -1.83, -2.60)  0.5093
H (1.75, 0.44, 4.33)  0.1634
H (-2.98, -2.10, 2.83)  0.4793
H (0.62, -0.05, -1.63)  0.5200
H (1.31, -3.92, -2.03)  0.4968
O (-1.06, -1.04, -2.55)  -1.0018
H (1.74, -2.47, -1.74)  0.4879
H (-1.83, 1.74, -3.33)  0.5156
H (-1.28, 2.76, 0.49)  0.2319
O (3.49, 0.62, 3.23)  -0.5248
H (0.08, -2.85, 0.25)  0.5079
H (0.45, 4.82, -1.61)  0.4841
C (2.32, 0.38, 3.39)  0.4558
H (3.66, -2.17, 3.43)  0.4987
O (1.53, -0.33, -1.45)  -0.9962
H (0.15, 0.51, -3.86)  0.4918
N (-2.39, 1.14, -0.49)  -0.7457
H (-3.30, 1.12, 0.02)  0.4684
H (-4.06, -0.02, 1.95)  0.5109

Summary:
DFT total energy = -35353.283 eV
Total charge = +2
Relative energy (zero: lowest compared OMol25 entry of this formula, charge and spin) = 0.5 kcal per mole
Kohn-Sham gap = 0.401 Ha

***

Entry 2:
Computed, not measured: 14 unconnected molecules or ions with the total composition C5H36NO15, with the ωB97M-V functional and the def2-TZVPD basis.

Last column: natural (NBO) charge in e.
Positions of all 57 atoms, in Å:
O (-1.18, -2.81, 2.61)  -0.9645
C (-0.59, 0.49, -0.56)  -0.4719
H (-0.15, 0.10, -1.48)  0.2344
H (-2.09, -2.66, 2.36)  0.4743
H (-1.30, 2.61, 0.94)  0.1968
H (3.05, 1.40, -1.15)  0.4731
H (-1.68, 0.29, 2.93)  0.5120
C (0.53, 0.84, 0.41)  -0.1719
O (3.74, 2.05, 0.85)  -0.9704
O (0.34, 0.26, 2.83)  -0.7853
H (0.28, -0.67, -4.06)  0.4891
H (-0.39, 3.02, 2.37)  0.1874
H (0.20, 2.59, -1.38)  0.5095
H (-2.12, -0.83, -1.16)  0.2284
H (0.02, -2.08, -1.80)  0.4999
H (4.45, 1.46, 0.56)  0.4836
H (-0.42, 4.09, 0.90)  0.1789
O (2.99, -3.13, -1.35)  -0.9961
H (-4.24, 0.36, 1.60)  0.4639
O (-2.22, -3.05, -2.37)  -0.9489
O (3.65, 1.69, -1.85)  -0.9442
O (0.64, -3.25, -0.13)  -1.0127
O (-0.14, 3.35, -1.87)  -0.9958
H (3.22, 2.54, -2.00)  0.4672
O (1.33, -1.08, 1.30)  -0.8408
H (2.31, 0.18, 3.13)  0.4826
H (-3.74, -0.96, 1.99)  0.4835
O (-2.32, -0.44, 2.97)  -0.9830
H (1.50, 0.61, -0.03)  0.2088
H (2.24, -3.25, -0.72)  0.4966
O (-0.55, -0.37, -4.50)  -0.9582
H (-1.42, -3.41, -1.98)  0.4667
H (3.02, -0.94, 2.91)  0.4810
O (-3.09, 2.51, -0.81)  -0.9625
C (-1.43, -0.88, -0.34)  -0.5854
H (1.55, 2.63, 0.89)  0.3781
H (-3.60, 2.64, -1.61)  0.4742
H (3.19, 1.53, 1.44)  0.4897
H (-0.75, -1.98, 2.85)  0.4869
O (-4.53, -0.55, 1.57)  -0.9591
O (3.27, -0.02, 3.10)  -0.9737
C (0.67, -0.05, 1.68)  0.7826
H (0.79, -2.41, 0.36)  0.5283
H (0.53, -3.98, 0.49)  0.4966
H (-1.84, -2.49, -3.06)  0.4846
H (-2.07, -0.83, 0.52)  0.2154
H (-2.15, 2.50, -1.04)  0.4882
C (-0.36, 3.07, 1.27)  -0.4223
H (3.40, -2.29, -1.13)  0.4628
O (0.27, -1.93, -2.72)  -0.9952
H (-0.41, 0.56, -4.71)  0.4594
H (-0.14, 4.19, -1.42)  0.4741
H (-1.48, 1.11, -0.68)  0.2177
N (0.65, 2.28, 0.59)  -0.6674
H (-1.98, -0.90, 3.74)  0.4769
H (1.21, -2.11, -2.84)  0.4965
H (-0.66, -1.62, -0.39)  0.1795

Summary:
DFT total energy = -37973.556 eV
Total charge = -1
Relative energy (zero: lowest compared OMol25 entry of this formula, charge and spin) = 80.5 kcal per mole
Kohn-Sham gap = 0.315 Ha

***

Entry 3:
Computed, not measured: 13 unconnected molecules or ions with the total composition C5H37N2O13, with the ωB97M-V functional and the def2-TZVPD basis.

Last column: natural (NBO) charge in e.
Positions of all 57 atoms, in Å:
H (1.57, -0.34, 3.41)  0.1555
H (-2.34, -2.83, -2.39)  0.4687
H (-1.28, 2.50, -1.13)  0.5144
H (1.71, 2.37, 0.14)  0.4981
H (0.03, 2.50, 3.40)  0.1473
H (-3.78, 1.15, -0.54)  0.4810
O (3.66, 0.22, 0.41)  -1.0288
H (-3.10, 1.83, 3.10)  0.4681
H (2.44, 3.29, -0.82)  0.4880
C (0.10, 1.91, 2.44)  0.0926
H (2.82, 0.20, -0.18)  0.5139
H (2.78, -2.42, 2.50)  0.3473
H (-1.40, 0.51, 2.70)  0.4052
O (-0.60, 2.67, 1.55)  -0.7435
H (-0.56, -0.73, -0.66)  0.2137
H (-2.29, -1.30, -0.41)  0.2241
H (-0.68, 2.19, 0.70)  0.4825
O (-4.16, 1.62, 0.20)  -0.9699
H (1.22, 1.82, 2.34)  0.1443
H (-0.37, -2.31, 1.05)  0.1911
C (0.26, -0.38, 1.67)  -0.0448
H (0.37, -1.24, -2.47)  0.4927
H (3.75, 1.17, 0.38)  0.5066
H (2.19, -3.36, -1.65)  0.5132
H (-0.07, -2.72, -2.66)  0.5113
H (-2.42, 1.46, -2.74)  0.4898
O (0.23, 2.09, -1.47)  -1.2300
H (-1.61, -1.62, 2.04)  0.2057
H (1.16, 0.92, -1.61)  0.5125
H (-3.84, 0.83, 2.37)  0.4968
O (-2.27, 2.70, -1.11)  -1.0474
O (-3.23, 0.88, 3.18)  -0.9514
H (0.80, 0.12, 0.82)  0.1914
H (-2.48, 3.41, -1.71)  0.4724
O (3.50, -2.19, -1.48)  -0.9725
H (0.97, -3.04, -0.72)  0.4838
O (-0.38, -1.79, -2.77)  -1.0151
H (-1.53, 0.37, 0.02)  0.2006
O (-1.95, -3.44, -1.66)  -0.9586
O (-2.40, 0.76, -3.41)  -0.9930
H (-3.33, 2.07, 0.42)  0.4885
N (2.29, -1.77, 1.94)  -0.8945
H (-1.17, -2.87, -1.55)  0.4744
O (1.20, -3.41, -1.56)  -0.9981
H (3.37, -1.70, -2.30)  0.4769
H (0.74, -1.82, 3.37)  0.1822
H (3.86, -1.55, -0.84)  0.5127
H (0.06, 2.00, -2.40)  0.4387
C (-1.46, -0.73, -0.01)  -0.6383
O (1.92, 0.20, -1.75)  -1.0504
O (2.60, 2.61, -0.17)  -0.9773
C (1.25, -1.10, 2.65)  -0.2144
C (-0.93, -1.39, 1.26)  -0.4029
N (-0.42, 0.59, 2.59)  -0.7040
H (-1.71, 0.10, -3.23)  0.4893
H (1.89, 0.17, -2.71)  0.4587
H (3.00, -1.19, 1.45)  0.4010

Summary:
DFT total energy = -35384.215 eV
Total charge = -1
Relative energy (zero: lowest compared OMol25 entry of this formula, charge and spin) = 88.6 kcal per mole
Kohn-Sham gap = 0.308 Ha

***

Entry 4:
Computed, not measured: 13 unconnected molecules or ions with the total composition C5H37N2O13, with the ωB97M-V functional and the def2-TZVPD basis.

Last column: natural (NBO) charge in e.
Positions of all 57 atoms, in Å:
H (0.35, 0.71, -3.34)  0.5162
H (1.78, -0.20, -5.01)  0.4918
O (1.70, 0.80, -4.88)  -0.9696
H (-0.36, 4.82, 0.90)  0.1657
H (-0.12, -1.75, 4.44)  0.4793
H (-1.43, -0.59, 0.51)  0.4904
H (-0.39, -1.55, -0.11)  0.4585
H (-0.94, 1.55, -2.82)  0.5110
O (-0.50, -4.30, 2.14)  -0.9934
C (-0.59, 3.85, 1.49)  -0.0515
C (1.80, -0.23, 0.16)  -0.3879
H (-0.49, -5.24, 2.42)  0.4938
H (-0.57, -0.39, 4.13)  0.4620
C (0.25, 1.36, 1.45)  -0.4642
H (-0.53, -5.36, -1.32)  0.4703
C (0.57, 0.19, 0.47)  0.1553
H (3.55, 1.82, 2.20)  0.4707
H (-2.51, 1.35, 1.71)  0.4826
H (1.13, -2.59, -2.76)  0.4784
H (2.70, 0.31, 0.59)  0.2502
O (0.08, -0.98, 3.98)  -0.9250
H (-0.34, 0.99, 2.36)  0.2147
H (-1.97, 4.68, 2.44)  0.4710
N (-0.60, -0.52, -0.14)  -0.7851
O (3.95, 1.76, 1.31)  -0.9485
H (4.80, 2.23, 1.51)  0.4879
H (1.36, 2.53, -0.39)  0.3666
H (0.04, 2.43, -1.30)  0.3670
H (-0.29, -4.91, 0.03)  0.4602
H (0.06, 3.96, 2.20)  0.1522
H (-2.24, -1.18, -3.92)  0.4861
H (-0.80, -0.50, -3.96)  0.5037
O (-1.89, 3.90, 2.01)  -0.7214
O (-0.34, 0.87, -2.75)  -0.9976
N (0.44, 2.93, -0.50)  -0.8381
O (-2.20, 3.13, -2.37)  -0.9700
H (-1.63, 3.85, -2.22)  0.4898
H (3.10, -3.50, 1.13)  0.4746
O (0.63, -1.89, -2.33)  -1.0174
O (2.70, -4.25, 1.62)  -0.9397
H (-1.78, -2.73, 1.50)  0.5053
H (2.51, 1.13, -4.40)  0.4938
H (-1.46, -1.64, 2.61)  0.4928
H (2.97, -4.00, 2.50)  0.4718
H (-3.00, 3.42, -2.77)  0.4909
C (-0.41, 2.58, 0.63)  -0.0862
H (1.18, 1.77, 1.90)  0.2267
O (0.09, -4.86, -0.78)  -0.9340
H (-0.77, -0.13, -1.10)  0.4786
O (-1.36, -1.38, -3.77)  -0.9712
H (2.07, -0.99, -0.47)  0.2245
H (-3.84, 1.55, 0.78)  0.4948
O (-3.21, 0.89, 1.15)  -0.9680
H (0.41, -4.14, 1.82)  0.5036
H (-1.38, 2.23, 0.28)  0.2110
H (-0.28, -1.97, -2.73)  0.5043
O (-2.00, -1.80, 1.77)  -0.9792

Summary:
DFT total energy = -35375.329 eV
Total charge = +1
Relative energy (zero: lowest compared OMol25 entry of this formula, charge and spin) = 137.3 kcal per mole
Kohn-Sham gap = 0.364 Ha

***

The following molar mass values (in Da) correspond, in order, to the records above: 332.3 350.3 333.4 333.4.